No. 1
This record from OMol25 describes a structure of composition C28H19BeN6STe. The level of theory is the ωB97M-V functional and the def2-TZVPD basis.

Calculated values
multiplicity: 1
total charge: +1
energy above the lowest of the compared OMol25 structures with the same formula, charge and spin: 0.0 kcal/mol
orbital gap: 6.73 eV

Last column: natural (NBO) charge in e.
Element x y z (Å)
Be (-0.37110, 0.25792, -1.21760)  1.54
N (3.23150, 1.00724, -0.27266)  -0.57
C (4.09308, 1.05159, -1.40962)  0.20
C (5.26858, 1.77667, -1.36539)  -0.25
C (6.07238, 1.83746, -2.49627)  -0.17
C (5.67903, 1.21129, -3.66792)  -0.19
C (4.48015, 0.51192, -3.71594)  -0.17
C (3.70099, 0.41100, -2.57554)  -0.26
S (2.24114, -0.58123, -2.55950)  0.51
N (1.32026, 0.31362, -1.41966)  -0.89
C (1.90127, 0.88555, -0.41198)  0.47
C (0.95750, 1.42194, 0.60214)  0.14
C (1.26823, 2.20313, 1.68994)  -0.21
C (0.21836, 2.68079, 2.47436)  -0.13
C (-1.08375, 2.37446, 2.13369)  -0.15
C (-1.31480, 1.57077, 1.02514)  0.10
N (-0.31106, 1.09862, 0.29323)  -0.64
H (3.57238, 1.47153, 0.55399)  0.42
H (5.56051, 2.28862, -0.45608)  0.22
H (7.00162, 2.38851, -2.45936)  0.24
H (6.29961, 1.26983, -4.55092)  0.24
H (4.15853, 0.03201, -4.63103)  0.24
H (2.28836, 2.47010, 1.92816)  0.23
H (0.42761, 3.30712, 3.33076)  0.25
H (-1.92474, 2.75930, 2.69176)  0.25
H (-2.31814, 1.31408, 0.71247)  0.25
N (-1.44304, 1.03685, -2.17947)  -0.81
C (-2.52534, 1.47973, -2.15223)  0.55
C (-3.75043, 2.05961, -1.99572)  -0.56
C (-3.81525, 2.99131, -0.92355)  0.31
N (-3.75294, 3.70072, -0.01661)  -0.35
C (-4.89984, 1.50001, -2.60978)  0.28
N (-5.81336, 1.02168, -3.12185)  -0.31
Te (-1.23922, -2.10959, -1.01722)  0.61
C (-0.07376, -2.98325, 0.50132)  -0.29
C (-0.62427, -4.02401, 1.24269)  -0.17
C (0.12846, -4.62879, 2.23781)  -0.21
C (1.43135, -4.21246, 2.47742)  -0.19
C (1.98454, -3.19090, 1.72048)  -0.19
C (1.23233, -2.56976, 0.73188)  -0.25
C (-2.80414, -1.38582, 0.20761)  -0.28
C (-2.67340, -1.27884, 1.58627)  -0.21
C (-3.71391, -0.72920, 2.32402)  -0.22
C (-4.86164, -0.27375, 1.68814)  -0.20
C (-4.98544, -0.39003, 0.31062)  -0.18
C (-3.96028, -0.95854, -0.43424)  -0.26
H (-1.63540, -4.36220, 1.05170)  0.22
H (-0.30036, -5.43471, 2.81812)  0.23
H (2.01862, -4.69386, 3.24776)  0.23
H (3.00655, -2.87935, 1.89265)  0.22
H (1.68026, -1.78920, 0.13033)  0.21
H (-1.77670, -1.61986, 2.08864)  0.22
H (-3.62307, -0.65621, 3.40027)  0.23
H (-5.66538, 0.16129, 2.26664)  0.23
H (-5.88106, -0.05017, -0.19329)  0.25
H (-4.08139, -1.06452, -1.50655)  0.24

=====

No. 2
This record from OMol25 describes a cluster of 18 separate species, C28H19BrCl68N3O2 in total in a non-equilibrium geometry. The level of theory is the ωB97M-V functional and the def2-TZVPD basis.

Calculated values
multiplicity: 1
total charge: +1
orbital gap: 8.13 eV

Last column: Mulliken charge in e.
Element x y z (Å)
C (-3.63658, 0.81885, -1.64926)  -1.15
C (-3.43509, 1.08572, -0.15256)  1.80
O (-3.18195, -0.13131, 0.56885)  -0.56
C (-1.97880, -0.24201, 1.23808)  -0.46
C (-1.83768, 0.59072, 2.51249)  -0.05
O (-1.53681, -0.13819, 3.69087)  -0.47
C (-1.62077, 0.67079, 4.71684)  0.39
N (-1.46173, 1.37254, 5.62058)  -0.30
N (-0.82659, 1.61795, 2.19425)  0.20
C (-0.19520, 1.35358, 1.09345)  -0.36
C (0.78507, 2.35092, 0.58653)  -1.28
C (0.00888, 3.36973, -0.31382)  0.41
C (0.13074, 3.10334, -1.82621)  -0.71
Br (0.51453, 5.18155, 0.14027)  -0.05
C (-0.63631, 0.06138, 0.50534)  0.79
C (-0.52775, -0.16999, -1.00209)  -0.01
N (0.71535, -0.87863, -1.33083)  -0.65
H (-4.57291, 1.24066, -1.99931)  0.19
H (-3.57609, -0.24809, -1.84813)  0.33
H (-2.84265, 1.27950, -2.24020)  0.10
H (-2.68085, 1.85425, 0.03177)  -0.77
H (-4.36908, 1.49049, 0.23339)  -0.09
H (-1.93023, -1.29214, 1.53091)  0.55
H (-2.78688, 1.11838, 2.63388)  0.64
H (-0.68776, 2.45391, 2.75494)  0.43
H (1.14197, 2.90821, 1.45033)  0.47
H (1.61125, 1.88704, 0.05664)  0.51
H (-1.04480, 3.28266, -0.05538)  0.06
H (0.91017, 2.36582, -2.00973)  0.29
H (0.38381, 4.03413, -2.32059)  0.56
H (-0.79659, 2.74821, -2.26630)  -0.29
H (0.04326, -0.68930, 0.92963)  0.52
H (-1.36380, -0.81538, -1.26956)  0.10
H (-0.65425, 0.73630, -1.58450)  -0.37
H (0.49045, -1.69819, -1.88121)  0.07
H (1.30990, -0.30244, -1.91280)  0.33
C (-6.95446, 3.62999, -1.27693)  0.11
Cl (-7.58017, 2.91588, -2.76150)  -0.08
Cl (-5.29087, 4.19108, -1.54727)  0.00
Cl (-7.95652, 4.99865, -0.80087)  -0.08
Cl (-6.96874, 2.42197, 0.01441)  0.02
C (-0.61940, -3.80095, -3.98184)  0.30
Cl (-0.11369, -2.32867, -4.82419)  -0.08
Cl (0.75197, -4.47094, -3.10151)  -0.07
Cl (-1.91265, -3.39949, -2.83506)  -0.09
Cl (-1.21582, -4.97406, -5.14991)  -0.09
C (-0.87352, 1.57599, 9.84181)  0.21
Cl (-1.31994, 3.26238, 10.12015)  -0.11
Cl (0.45012, 1.49898, 8.66709)  0.05
Cl (-0.36622, 0.84380, 11.36275)  -0.04
Cl (-2.26140, 0.70198, 9.18355)  -0.10
C (3.71463, -6.99055, -5.35690)  0.30
Cl (4.15441, -8.40958, -4.40177)  -0.08
Cl (4.22119, -7.19268, -7.03835)  -0.01
Cl (1.96373, -6.76710, -5.29718)  -0.05
Cl (4.50559, -5.55715, -4.68696)  -0.11
C (-1.33452, 4.49562, -5.21844)  0.26
Cl (-2.63212, 4.00407, -4.10894)  0.01
Cl (0.03585, 3.38323, -5.04576)  -0.10
Cl (-1.94175, 4.45810, -6.86864)  -0.06
Cl (-0.80463, 6.12795, -4.81349)  -0.09
C (4.67028, -5.62129, -10.60946)  0.26
Cl (4.81999, -4.64962, -12.07474)  -0.08
Cl (4.73766, -7.33822, -11.02478)  -0.07
Cl (5.99940, -5.22848, -9.51264)  -0.09
Cl (3.12853, -5.28071, -9.81590)  -0.04
C (6.28480, -5.73007, -0.69767)  0.25
Cl (6.77206, -4.24301, -1.52431)  -0.12
Cl (7.64746, -6.38475, 0.20465)  -0.06
Cl (4.95682, -5.37382, 0.41699)  -0.08
Cl (5.74327, -6.91016, -1.89286)  0.03
C (-0.76583, 0.84231, 15.73278)  0.37
Cl (-0.04959, 0.59201, 17.32472)  -0.09
Cl (-0.91781, 2.57275, 15.41516)  -0.09
Cl (0.27165, 0.11188, 14.50016)  -0.09
Cl (-2.36168, 0.08931, 15.67509)  -0.09
C (3.72858, -12.06178, -6.76615)  0.31
Cl (3.37118, -12.05423, -5.03440)  -0.11
Cl (4.17292, -10.43223, -7.28704)  -0.03
Cl (5.06687, -13.16832, -7.08278)  -0.09
Cl (2.29865, -12.59317, -7.65541)  -0.10
C (1.64439, 3.58101, -8.91405)  0.33
Cl (1.60624, 5.11246, -8.02966)  -0.08
Cl (1.37789, 3.88527, -10.62921)  -0.08
Cl (3.21573, 2.80936, -8.68431)  -0.09
Cl (0.37211, 2.51669, -8.29887)  -0.09
C (-4.34348, 4.83143, 2.73638)  0.18
Cl (-4.38188, 5.56394, 4.33333)  -0.07
Cl (-5.89219, 4.09888, 2.34411)  0.01
Cl (-3.92997, 6.04112, 1.52617)  -0.08
Cl (-3.09280, 3.54717, 2.72456)  -0.10
C (0.31999, -4.48620, -12.90837)  0.32
Cl (-1.25304, -4.90179, -12.21816)  -0.10
Cl (0.94241, -3.03097, -12.11764)  -0.09
Cl (1.44744, -5.81674, -12.64859)  -0.05
Cl (0.14379, -4.18468, -14.63805)  -0.09
C (3.34326, 2.57330, 6.07568)  0.28
Cl (3.41901, 3.61801, 7.49467)  -0.08
Cl (2.42234, 3.37172, 4.78759)  -0.03
Cl (4.97570, 2.24271, 5.50044)  -0.09
Cl (2.54582, 1.05742, 6.51648)  -0.10
C (0.57994, 7.12229, 4.97572)  0.12
Cl (1.23772, 5.98308, 6.14784)  0.01
Cl (0.86084, 6.50187, 3.33420)  -0.02
Cl (-1.15582, 7.31520, 5.24096)  -0.06
Cl (1.37968, 8.68166, 5.14469)  -0.06
C (6.24503, -9.29618, 3.00890)  0.32
Cl (5.91221, -7.80908, 3.90694)  -0.10
Cl (6.10512, -8.97145, 1.27971)  -0.03
Cl (7.88215, -9.84714, 3.37152)  -0.09
Cl (5.08429, -10.54078, 3.48040)  -0.10
C (-9.19713, 0.82067, 2.97537)  0.30
Cl (-9.35947, 1.53632, 4.57772)  -0.08
Cl (-9.68797, 1.99223, 1.74932)  -0.07
Cl (-7.49794, 0.37303, 2.70426)  -0.07
Cl (-10.20286, -0.61974, 2.85857)  -0.08
C (1.56862, 10.04065, 9.02117)  0.31
Cl (1.90540, 10.64691, 10.64265)  -0.10
Cl (2.32214, 11.10399, 7.82774)  -0.09
Cl (2.22234, 8.40714, 8.85454)  -0.05
Cl (-0.17758, 10.00134, 8.75304)  -0.08

=====

No. 3
This record from OMol25 describes a structure of composition C28H19ClCuIN3O5S in a non-equilibrium geometry. The level of theory is the ωB97M-V functional and the def2-TZVPD basis.

Calculated values
multiplicity: 2
<S²>: 0.753
energy above the lowest of the compared OMol25 structures with the same formula, charge and spin: 6.9 kcal/mol
orbital gap (spin up / spin down): 7.46 / 7.00 eV

Last column: natural (NBO) charge in e.
Element x y z (Å)
Cu (-0.76971, -15.18156, 10.42652)  1.44
Cl (1.26825, -16.67891, 16.69200)  -0.02
C (0.34545, -16.52212, 15.20507)  -0.07
C (-1.03021, -16.53733, 15.29724)  -0.20
C (-1.87286, -16.30006, 14.16436)  -0.25
I (-3.98348, -16.64293, 14.40858)  0.12
C (-1.34689, -16.03620, 12.93123)  0.40
O (-1.98900, -15.81043, 11.84411)  -0.80
C (0.12668, -15.95108, 12.93449)  0.11
N (0.59840, -15.64676, 11.74461)  -0.54
C (1.88497, -15.63258, 11.42020)  0.07
C (2.79767, -16.06085, 12.41045)  -0.26
C (2.36885, -16.32994, 13.68204)  -0.12
C (0.99975, -16.29042, 13.98442)  -0.11
H (-1.54908, -16.77470, 16.23911)  0.25
H (2.26087, -15.25553, 10.50360)  0.24
H (3.87990, -15.97852, 12.24180)  0.23
H (3.15669, -16.55320, 14.42515)  0.24
O (1.30284, -13.20537, 7.50862)  -0.65
C (0.43574, -13.38780, 8.38522)  0.76
O (0.51385, -14.02844, 9.47791)  -0.86
C (-0.89711, -12.78306, 8.08670)  -0.14
C (-1.37918, -12.66961, 6.80439)  -0.13
C (-2.74010, -12.34932, 6.55053)  -0.20
C (-3.58442, -12.20586, 7.63768)  0.01
C (-3.08310, -12.18111, 8.90994)  -0.18
C (-1.73038, -12.36965, 9.12775)  -0.18
N (-5.02991, -12.07365, 7.38432)  0.53
O (-5.73641, -11.51532, 8.21934)  -0.37
O (-5.41830, -12.63899, 6.38403)  -0.39
H (-0.80972, -12.97104, 5.94064)  0.23
H (-3.16110, -12.27979, 5.56291)  0.24
H (-3.65941, -12.02951, 9.71325)  0.23
H (-1.31115, -12.47976, 10.13508)  0.22
N (-2.06442, -15.59538, 8.87528)  -1.22
S (-1.11799, -16.12822, 7.71452)  1.12
C (-0.61265, -17.80464, 8.07632)  -0.29
C (0.72818, -17.95401, 8.65940)  -0.20
C (1.15128, -19.18672, 9.09326)  -0.16
C (0.27501, -20.28526, 9.04016)  -0.19
C (-1.01027, -20.16570, 8.57706)  -0.21
C (-1.44019, -18.95779, 8.05916)  -0.17
C (-2.10201, -16.12803, 6.18807)  -0.27
C (-3.43688, -15.70203, 6.25443)  -0.14
C (-4.21551, -15.46750, 5.08199)  -0.20
C (-3.61454, -15.77374, 3.85046)  -0.18
C (-2.23240, -16.02231, 3.77892)  -0.22
C (-1.48125, -16.14679, 4.92277)  -0.19
H (-2.91661, -16.15567, 9.10472)  0.39
H (1.42609, -17.11930, 8.68433)  0.23
H (2.15608, -19.27720, 9.51366)  0.22
H (0.52611, -21.18817, 9.47968)  0.22
H (-1.73920, -20.96409, 8.62715)  0.23
H (-2.43638, -18.93385, 7.69418)  0.22
H (-3.95326, -15.49287, 7.15339)  0.22
H (-5.19753, -15.09846, 5.16541)  0.23
H (-4.10366, -15.77149, 2.87234)  0.22
H (-1.77523, -16.20777, 2.81901)  0.22
H (-0.40195, -16.34330, 4.89772)  0.23

=====

No. 4
This record from OMol25 describes a structure of composition C28H19ClFeN6O4. The level of theory is the ωB97M-V functional and the def2-TZVPD basis.

Calculated values
multiplicity: 2
total charge: +1
<S²>: 0.836
energy above the lowest of the compared OMol25 structures with the same formula, charge and spin: 4.1 kcal/mol
orbital gap (spin up / spin down): 6.07 / 6.38 eV

Last column: natural (NBO) charge in e.
Element x y z (Å)
Fe (1.17113, 0.17189, 0.06436)  1.10
C (-3.54893, -2.32672, 1.29531)  -0.21
C (-3.26199, -1.30722, 2.19406)  -0.19
C (-1.98725, -0.76851, 2.25965)  -0.25
C (-0.99259, -1.22970, 1.40101)  0.20
C (-1.27868, -2.25633, 0.50690)  -0.26
C (-2.55060, -2.80846, 0.46307)  -0.19
N (0.30817, -0.63682, 1.40730)  -0.52
C (0.96741, -0.51918, 2.65089)  0.16
C (0.70769, -1.28526, 3.78542)  -0.24
C (1.51487, -1.12896, 4.89850)  -0.13
C (2.57850, -0.22058, 4.92677)  -0.22
C (2.85470, 0.54815, 3.81925)  -0.16
C (2.04636, 0.37809, 2.69817)  0.09
N (2.16285, 1.04333, 1.48352)  -0.13
N (2.91228, 2.01783, 1.29351)  -0.10
C (2.75925, 2.49498, -0.03473)  0.30
C (3.38710, 3.66200, -0.41659)  -0.20
C (3.19003, 4.10709, -1.71611)  -0.11
C (2.39293, 3.36573, -2.57464)  -0.23
C (1.80557, 2.20218, -2.10995)  0.09
N (1.97488, 1.77473, -0.85654)  -0.48
H (-4.54361, -2.75016, 1.25374)  0.23
H (-4.03449, -0.92899, 2.85059)  0.23
H (-1.77020, 0.03146, 2.95705)  0.22
H (-0.48680, -2.65910, -0.11288)  0.22
H (-2.75504, -3.62504, -0.21772)  0.23
H (-0.09414, -2.00919, 3.78349)  0.24
H (1.32547, -1.74190, 5.76986)  0.23
H (3.18871, -0.13420, 5.81441)  0.24
H (3.67381, 1.25336, 3.79816)  0.24
H (4.00375, 4.19127, 0.29466)  0.26
H (3.65878, 5.02084, -2.05467)  0.25
H (2.22836, 3.67387, -3.59677)  0.25
H (1.19186, 1.58401, -2.75229)  0.22
O (1.72414, -3.39842, -4.27774)  -0.66
C (0.48651, -2.92954, -4.27887)  0.78
O (-0.34800, -3.29781, -5.05687)  -0.55
C (0.15460, -1.89763, -3.24321)  -0.25
C (-1.06213, -1.23087, -3.12420)  0.18
Cl (-2.38444, -1.25577, -4.16960)  0.16
N (-1.00699, -0.41334, -2.03932)  -0.18
N (0.19752, -0.54132, -1.46549)  -0.30
C (0.90098, -1.41068, -2.16505)  0.07
C (2.29294, -1.61950, -1.63729)  0.77
O (3.07898, -2.35369, -2.19561)  -0.58
O (2.54123, -0.93178, -0.55711)  -0.65
C (-1.98888, 0.42954, -1.42388)  0.19
C (-1.56069, 1.59607, -0.80323)  -0.26
C (-2.47805, 2.40718, -0.15578)  -0.18
C (-3.82126, 2.06320, -0.14177)  -0.19
C (-4.23696, 0.89663, -0.76560)  -0.18
C (-3.32592, 0.06768, -1.40215)  -0.21
H (2.28282, -3.04890, -3.54291)  0.51
H (-0.52486, 1.91130, -0.86183)  0.20
H (-2.14052, 3.31591, 0.32430)  0.23
H (-4.54144, 2.70267, 0.34978)  0.23
H (-5.28083, 0.61405, -0.75103)  0.23
H (-3.65888, -0.85946, -1.84235)  0.24